Entry 1:
{"formula": "C6H11Cl4HfO2Y", "method": "ωB97M-V/def2-TZVPD", "gap_ev": 8.58, "e_lumo_ev": -0.07, "total_energy_ev": -62935.457, "mol_weight_g_mol": 524.4, "multiplicity": 1, "species": ["H", "Cl", "H", "C", "H", "Hf", "Y", "H", "O", "H", "C", "Cl", "C", "H", "H", "H", "H", "H", "C", "C", "O", "Cl", "H", "Cl", "C"], "coordinates": [[-1.46, 2.04, -4.68], [0.72, -0.90, 4.77], [0.07, -2.09, -3.06], [2.25, 1.60, -4.21], [2.37, 1.33, -5.27], [0.50, 0.61, -3.42], [0.36, -0.92, -0.32], [3.19, 1.35, -3.70], [1.24, 0.55, 1.16], [-2.18, -0.24, 0.81], [-1.82, -1.14, 0.30], [2.24, 1.43, 3.81], [0.87, 0.35, 3.52], [-2.11, 0.40, -4.44], [-0.94, 0.72, -5.74], [2.11, 2.69, -4.17], [-2.53, -1.41, -0.49], [-1.81, -1.96, 1.04], [0.81, -1.34, -2.66], [-1.21, 0.97, -4.70], [0.92, -1.55, 1.87], [-0.66, 1.26, 3.32], [1.78, -1.85, -2.85], [-0.17, 1.67, -1.47], [1.11, -0.30, 2.12]], "mulliken_charge": [0.328, -0.109, 0.272, -1.272, 0.349, 1.638, 1.009, 0.306, -0.599, 0.279, -1.328, -0.114, 0.638, 0.310, 0.344, 0.336, 0.392, 0.340, -1.450, -1.241, -0.699, -0.109, 0.340, -0.536, 0.573]}


Entry 2:
{"formula": "C15H27N4O8", "method": "ωB97M-V/def2-TZVPD", "gap_ev": 7.98, "total_charge": -1, "e_lumo_ev": 2.53, "total_energy_ev": -38336.734, "mol_weight_g_mol": 391.4, "multiplicity": 1, "species": ["O", "H", "N", "H", "H", "H", "H", "H", "H", "O", "H", "C", "H", "H", "H", "N", "H", "N", "C", "O", "C", "O", "O", "C", "O", "C", "N", "H", "O", "C", "H", "H", "H", "H", "C", "H", "O", "C", "H", "H", "H", "H", "C", "C", "H", "H", "C", "C", "C", "H", "C", "C", "H", "H"], "coordinates": [[-1.72, -3.05, -0.75], [1.05, -0.66, -2.83], [1.78, 4.11, -0.20], [-1.77, 4.69, -0.27], [0.43, -5.87, 3.25], [-0.98, 2.14, 0.16], [-2.13, -5.49, 2.49], [0.92, -5.20, 0.20], [2.12, 5.99, -1.05], [-0.78, -6.75, 0.24], [2.37, -0.78, -1.65], [0.75, 3.31, 0.48], [1.76, -4.75, 3.61], [-2.59, 4.44, -2.52], [1.14, -2.61, -0.47], [0.17, -4.84, 0.76], [2.43, 3.47, -0.68], [0.49, 1.29, -1.02], [0.36, -2.37, 0.26], [2.24, 2.17, -2.19], [1.94, -0.16, -2.44], [-1.15, -2.23, 2.73], [-2.07, 5.22, -2.24], [-0.89, -5.64, 0.75], [-2.00, 2.61, -2.02], [0.75, -5.04, 3.89], [-0.17, -3.91, 3.73], [1.49, 4.80, -2.17], [-1.06, -0.96, -1.00], [1.57, 1.20, -1.88], [-2.44, -4.24, 1.26], [0.75, -5.38, 4.92], [-1.81, 1.66, -2.10], [-1.03, 6.61, -2.37], [-0.36, -3.16, 2.64], [-0.04, 0.42, -0.92], [-0.19, 6.81, -1.91], [0.39, -3.49, 1.33], [-0.13, 3.36, -2.47], [-0.10, 6.15, 0.04], [-2.99, -5.89, 0.98], [-0.73, -3.64, 4.52], [-2.20, -5.28, 1.43], [-0.02, 5.75, -0.97], [0.67, -1.44, 0.75], [1.24, 2.61, 1.16], [-0.15, 2.50, -0.48], [-1.19, 4.75, -1.20], [1.40, 5.17, -1.15], [0.12, 3.96, 1.10], [-0.80, 3.31, -1.61], [-0.93, -2.12, -0.53], [2.67, -0.05, -3.24], [1.43, -3.50, 1.65]], "mulliken_charge": [-0.743, 0.334, -0.370, 0.351, 0.247, 0.269, 0.235, 0.230, 0.350, -0.713, 0.125, -1.462, 0.255, 0.380, 0.447, 0.031, 0.422, 0.207, -0.889, -0.705, -1.055, -0.693, -0.703, 0.605, -0.697, -0.803, -0.092, 0.313, -0.801, 0.654, 0.354, 0.342, 0.341, 0.388, 0.090, 0.289, -0.664, 0.171, 0.172, 0.222, 0.329, 0.283, -0.978, -0.064, 0.307, 0.481, 0.072, -0.008, -0.797, 0.356, 0.554, 0.304, 0.390, 0.337]}


Entry 3:
{"formula": "C11H10F5O3S2V", "method": "ωB97M-V/def2-TZVPD", "gap_ev": [6.88, 7.72], "total_charge": 1, "e_lumo_ev": [-4.97, -4.38], "total_energy_ev": -78650.817, "mol_weight_g_mol": 400.3, "multiplicity": 2, "species": ["F", "C", "H", "H", "F", "H", "S", "V", "H", "C", "H", "H", "F", "C", "C", "H", "C", "C", "C", "H", "O", "H", "C", "S", "O", "C", "F", "H", "C", "F", "C", "O"], "coordinates": [[2.33, -2.41, -1.31], [-2.36, 0.70, -0.24], [4.76, 0.47, 1.74], [1.14, 1.69, 2.15], [-0.75, -2.03, -2.92], [-2.78, -2.04, 1.71], [-0.36, -1.08, 0.76], [0.97, -0.14, -0.78], [-5.70, 0.75, 0.30], [4.68, 1.36, 1.12], [2.51, 0.76, 2.84], [5.00, 2.25, 1.67], [0.05, -3.61, -1.68], [-3.02, -1.15, 1.14], [-4.34, -0.72, 1.06], [-5.11, -1.29, 1.56], [-4.68, 0.42, 0.35], [0.36, -2.69, -2.59], [-1.36, 1.51, -0.95], [-3.91, 2.04, -0.84], [-1.27, 2.67, -1.12], [5.25, 1.27, 0.20], [1.41, -1.71, -2.01], [2.98, 1.63, 0.69], [-0.34, 0.65, -1.53], [2.22, 1.65, 2.29], [0.84, -3.29, -3.67], [2.57, 2.56, 2.79], [-3.68, 1.14, -0.29], [2.04, -1.08, -3.04], [-2.02, -0.45, 0.48], [2.57, 0.20, 0.12]], "lowdin_spin": [-0.007, 0.002, 0.000, 0.000, 0.000, 0.000, 0.043, 1.006, 0.000, 0.000, 0.000, 0.000, 0.000, 0.005, -0.001, 0.000, 0.005, -0.004, 0.001, 0.000, -0.001, 0.000, -0.030, 0.002, -0.023, 0.000, -0.002, 0.000, 0.001, 0.004, 0.002, -0.003]}


Entry 4:
{"formula": "C48H46MoNOP2Si", "method": "ωB97M-V/def2-TZVPD", "gap_ev": [8.11, 6.90], "total_charge": 1, "e_lumo_ev": [-2.38, -3.54], "total_energy_ev": -82369.423, "mol_weight_g_mol": 838.9, "multiplicity": 3, "relative_energy_ev": 0.517, "species": ["C", "O", "H", "C", "H", "C", "C", "H", "H", "C", "P", "C", "C", "H", "C", "H", "H", "C", "H", "C", "H", "C", "Si", "C", "H", "C", "C", "H", "H", "H", "C", "H", "C", "C", "C", "C", "C", "C", "H", "H", "C", "H", "C", "C", "C", "H", "H", "H", "Mo", "H", "H", "H", "H", "C", "N", "H", "C", "C", "C", "C", "H", "C", "H", "C", "H", "C", "H", "H", "H", "H", "P", "H", "C", "H", "C", "H", "C", "H", "H", "H", "C", "C", "C", "C", "C", "H", "C", "C", "H", "C", "H", "H", "H", "H", "H", "C", "C", "C", "C", "H"], "coordinates": [[-1.02, 2.64, 3.13], [-1.25, -3.36, 3.65], [-4.18, 0.49, -1.39], [-2.08, 2.13, 0.81], [-1.74, 0.11, 4.40], [2.73, -4.62, 1.18], [-2.50, -3.31, -0.60], [-1.56, 3.34, -0.92], [1.13, -3.86, -4.76], [-1.73, 3.43, 0.15], [-0.35, 0.62, -1.64], [-1.78, 2.46, -3.28], [0.52, -4.61, 0.22], [-0.21, 3.18, 2.64], [1.65, -5.31, 0.65], [-2.87, -3.60, 0.38], [5.80, 1.60, 0.92], [1.83, -1.25, 5.25], [0.90, 2.28, -3.80], [1.07, -0.64, -3.74], [-0.30, -5.17, -0.21], [-2.76, 2.79, -4.20], [-0.96, -2.26, -0.48], [1.91, 0.06, 5.70], [-3.04, -0.94, 3.85], [3.94, 0.57, 1.07], [0.14, -3.15, -3.01], [-0.83, 3.87, 0.59], [1.85, -2.07, 5.95], [-2.34, -0.87, -3.09], [1.67, -0.47, 2.97], [2.00, 0.27, 6.75], [2.80, 4.00, -1.60], [-2.46, 0.16, -3.38], [5.06, 1.02, 0.39], [2.97, -0.18, 0.41], [2.28, 3.57, -2.81], [-3.44, 0.49, -4.30], [1.69, -6.38, 0.55], [2.62, 4.01, -3.74], [1.37, 2.45, -0.45], [3.62, -5.15, 1.49], [2.34, 3.45, -0.42], [3.17, -0.51, -0.93], [2.66, -3.24, 1.32], [1.64, -2.54, 3.56], [-4.36, 2.07, -5.43], [-3.63, 2.15, -1.54], [-1.07, -0.03, 0.76], [-2.30, -4.22, -1.16], [1.01, 2.03, 0.48], [3.50, -2.70, 1.74], [3.84, 0.80, 2.12], [0.43, -3.23, 0.34], [-1.08, -1.56, 2.13], [-3.41, 0.67, 4.44], [1.37, -1.74, -4.51], [-3.99, 1.40, -0.84], [5.23, 0.73, -0.96], [-1.62, 1.15, -2.85], [-4.95, 1.75, -0.44], [1.51, -2.56, 0.93], [3.55, 4.78, -1.58], [-3.07, 1.21, 0.32], [2.73, 3.78, 0.53], [-2.57, 0.67, 2.50], [1.43, 0.33, -4.04], [1.68, 1.67, 2.74], [-4.52, -1.18, 0.31], [-0.20, -4.14, -2.73], [1.43, -0.76, 1.19], [-1.13, 3.25, -2.90], [-1.17, -2.47, 2.89], [6.10, 1.09, -1.49], [-4.37, -0.80, 1.32], [-5.32, -0.42, 1.69], [-3.33, 0.28, 1.35], [1.92, 2.13, 5.13], [-1.67, 3.38, 3.59], [-4.09, -1.64, 1.96], [1.32, 2.57, -2.84], [1.73, 0.84, 3.43], [1.71, -1.52, 3.89], [4.28, -0.05, -1.61], [0.89, -3.00, -4.15], [-2.87, 3.82, -4.52], [1.86, 1.11, 4.79], [0.86, 1.98, -1.66], [2.46, -1.15, -1.45], [0.30, -0.80, -2.58], [-3.30, -2.77, -1.12], [-2.55, 4.14, 0.30], [4.42, -0.32, -2.65], [-0.59, 2.03, 3.92], [-4.07, -0.28, -4.71], [-3.60, 1.81, -4.71], [-1.81, 1.81, 2.17], [-2.69, 0.09, 3.87], [-0.17, -2.05, -2.19], [1.98, -1.62, -5.40]], "lowdin_spin": [0.011, 0.047, 0.000, -0.002, -0.001, 0.000, -0.001, 0.000, 0.000, 0.001, 0.009, -0.001, 0.000, 0.001, 0.000, 0.000, 0.000, 0.001, 0.000, 0.000, 0.000, 0.000, 0.011, 0.002, 0.000, -0.002, -0.001, 0.000, 0.000, 0.000, 0.011, 0.000, 0.000, -0.001, 0.000, -0.003, 0.000, 0.000, 0.000, 0.000, 0.014, 0.000, 0.001, -0.002, 0.000, 0.000, 0.000, 0.000, 1.775, -0.001, 0.013, 0.000, 0.000, 0.003, 0.034, -0.001, 0.000, 0.001, -0.002, 0.002, -0.001, 0.002, 0.000, -0.008, 0.000, -0.011, 0.000, 0.001, 0.000, 0.000, 0.014, 0.000, 0.037, 0.000, 0.005, 0.001, 0.004, 0.000, 0.002, 0.000, 0.000, 0.006, 0.002, 0.000, 0.000, 0.000, 0.000, 0.005, 0.000, -0.001, 0.000, -0.001, 0.000, 0.000, 0.000, -0.001, 0.026, -0.002, -0.004, 0.000]}


Entry 5:
{"formula": "C4H8N2O", "method": "ωB97M-V/def2-TZVPD", "gap_ev": 10.56, "e_lumo_ev": 0.98, "total_energy_ev": -9304.505, "smiles": "C[C@@]1(C(N)=O)CN1", "mol_weight_g_mol": 100.1, "multiplicity": 1, "relative_energy_ev": 1.888, "species": ["H", "N", "N", "H", "H", "H", "C", "C", "H", "H", "O", "C", "H", "H", "C"], "coordinates": [[-2.11, -0.81, 0.51], [-0.50, 1.41, 0.31], [2.10, 0.23, 0.39], [-0.84, -2.01, 0.12], [1.43, 0.74, 0.96], [3.11, 0.16, 0.42], [-0.71, 0.91, -1.05], [-1.05, -1.06, 0.61], [-0.01, 1.33, -1.77], [-1.42, 1.45, 0.78], [1.48, -1.38, -1.16], [1.26, -0.50, -0.36], [-0.82, -1.17, 1.69], [-1.71, 0.70, -1.42], [-0.19, -0.01, -0.04]], "mulliken_charge": [0.376, -0.736, -0.296, 0.363, 0.289, 0.219, -0.583, -1.387, 0.269, 0.300, -0.608, 0.152, 0.274, 0.286, 1.083]}


What did the third record say?
{"formula": "C11H10F5O3S2V", "method": "ωB97M-V/def2-TZVPD", "gap_ev": [6.88, 7.72], "total_charge": 1, "e_lumo_ev": [-4.97, -4.38], "total_energy_ev": -78650.817, "mol_weight_g_mol": 400.3, "multiplicity": 2, "species": ["F", "C", "H", "H", "F", "H", "S", "V", "H", "C", "H", "H", "F", "C", "C", "H", "C", "C", "C", "H", "O", "H", "C", "S", "O", "C", "F", "H", "C", "F", "C", "O"], "coordinates": [[2.33, -2.41, -1.31], [-2.36, 0.70, -0.24], [4.76, 0.47, 1.74], [1.14, 1.69, 2.15], [-0.75, -2.03, -2.92], [-2.78, -2.04, 1.71], [-0.36, -1.08, 0.76], [0.97, -0.14, -0.78], [-5.70, 0.75, 0.30], [4.68, 1.36, 1.12], [2.51, 0.76, 2.84], [5.00, 2.25, 1.67], [0.05, -3.61, -1.68], [-3.02, -1.15, 1.14], [-4.34, -0.72, 1.06], [-5.11, -1.29, 1.56], [-4.68, 0.42, 0.35], [0.36, -2.69, -2.59], [-1.36, 1.51, -0.95], [-3.91, 2.04, -0.84], [-1.27, 2.67, -1.12], [5.25, 1.27, 0.20], [1.41, -1.71, -2.01], [2.98, 1.63, 0.69], [-0.34, 0.65, -1.53], [2.22, 1.65, 2.29], [0.84, -3.29, -3.67], [2.57, 2.56, 2.79], [-3.68, 1.14, -0.29], [2.04, -1.08, -3.04], [-2.02, -0.45, 0.48], [2.57, 0.20, 0.12]], "lowdin_spin": [-0.007, 0.002, 0.000, 0.000, 0.000, 0.000, 0.043, 1.006, 0.000, 0.000, 0.000, 0.000, 0.000, 0.005, -0.001, 0.000, 0.005, -0.004, 0.001, 0.000, -0.001, 0.000, -0.030, 0.002, -0.023, 0.000, -0.002, 0.000, 0.001, 0.004, 0.002, -0.003]}